Below is C3H8N3 as an isolated structure, with properties calculated with the ωB97M-V functional and the def2-TZVPD basis.

Output
Net charge: +1
Max |F| (eV Å⁻¹): 3.955
Relative energy (zero: lowest compared OMol25 entry of this formula, charge and spin) (kcal/mol): 130.57
HOMO energy (eV): -13.59

CARTESIAN COORDINATES (ANGSTROEM)
C  -1.958  0.764  0.145
C  -1.110  0.088  -0.398
C  1.670  0.323  0.028
N  1.202  1.553  0.037
N  1.127  -0.785  -0.378
N  -0.282  -0.972  -0.626
H  -2.601  1.387  0.662
H  -2.199  -1.699  1.171
H  2.584  0.236  0.670
H  0.317  1.822  -0.499
H  1.688  2.385  0.277
H  1.641  -1.634  -0.355
H  -1.597  -1.895  0.708
H  -0.483  -1.574  -1.443

Charges in e, computed with Mulliken, in the same order as the atoms: -0.09 -0.30 0.26 -0.31 -0.12 -0.25 0.43 0.13 0.32 0.22 0.26 0.27 -0.09 0.29


Below is one molecule with the formula H8N2Si2, with properties calculated with the ωB97M-V functional and the def2-TZVPD basis.

Output
Net charge: 0
Max |F| (eV Å⁻¹): 3.026
Relative energy (zero: lowest compared OMol25 entry of this formula, charge and spin) (kcal/mol): 40.06
2S+1: 3
⟨S²⟩: 2.006
HOMO energy (spin up / spin down) (eV): -3.64 / -10.48

CARTESIAN COORDINATES (ANGSTROEM)
N  -0.160  -1.933  -0.607
N  -0.232  0.524  0.806
Si  -0.513  1.751  -0.465
Si  0.635  -1.021  0.587
H  -1.091  -1.630  -1.020
H  0.466  -2.484  -1.241
H  0.386  1.062  1.466
H  0.692  2.439  -0.650
H  -1.193  0.951  -1.397
H  -1.607  2.497  0.222
H  0.589  -1.608  2.089
H  2.028  -0.547  0.210

Charges in e, computed with Mulliken, in the same order as the atoms: -0.36 -0.49 0.32 0.09 0.28 0.22 0.31 -0.05 -0.17 -0.06 -0.05 -0.03


Below is a 2-piece molecular cluster, C4H5NO2 overall, with properties calculated with the ωB97M-V functional and the def2-TZVPD basis.

Output
Net charge: 0
Max |F| (eV Å⁻¹): 0.384
Relative energy (zero: lowest compared OMol25 entry of this formula, charge and spin) (kcal/mol): 143.19
HOMO energy (eV): -9.42

CARTESIAN COORDINATES (ANGSTROEM)
O  1.116  2.198  0.833
C  0.613  1.119  0.597
N  1.196  -0.004  0.106
C  0.546  -1.254  -0.001
C  -0.801  -0.641  0.345
O  -1.093  -0.347  1.570
C  -0.876  0.786  0.613
H  0.153  0.323  -2.033
H  0.778  -1.989  0.775
H  0.622  -1.689  -1.000
H  -0.519  0.076  -2.241
H  -1.734  1.422  0.437

Charges in e, computed with Mulliken, in the same order as the atoms: -0.60 0.24 -0.37 -0.41 0.31 -0.27 0.13 -0.06 0.26 0.30 0.08 0.39


Below is C36H54F18O36S6 as an isolated structure, with properties calculated with the ωB97M-V functional and the def2-TZVPD basis.

Output
Net charge: 0
Max |F| (eV Å⁻¹): 2.354
Relative energy (zero: lowest compared OMol25 entry of this formula, charge and spin) (kcal/mol): 6.34
HOMO energy (eV): -10.88

CARTESIAN COORDINATES (ANGSTROEM)
C  -2.896  6.444  1.865
C  -3.081  5.050  2.461
O  -3.941  4.234  1.681
C  -3.490  3.796  0.512
O  -2.343  3.723  0.195
C  -4.646  3.296  -0.379
F  -5.848  3.606  0.077
F  -4.502  3.868  -1.594
F  -4.559  1.983  -0.535
H  -2.181  7.016  2.454
H  -3.842  6.981  1.825
H  -2.470  6.327  0.866
H  -3.519  5.143  3.452
H  -2.085  4.625  2.598
C  -0.552  1.580  -7.557
C  -0.097  1.198  -6.179
O  -0.771  2.090  -5.253
C  -0.599  1.938  -3.971
O  0.194  1.203  -3.453
C  -1.490  2.876  -3.123
F  -0.724  3.859  -2.610
F  -2.467  3.436  -3.826
F  -2.019  2.157  -2.132
H  -0.121  0.898  -8.290
H  -0.243  2.599  -7.791
H  -1.635  1.527  -7.648
H  0.981  1.183  -6.021
H  -0.463  0.196  -5.927
C  -4.322  -3.385  -5.649
C  -2.894  -3.035  -5.261
O  -2.748  -2.173  -4.123
C  -3.383  -2.380  -3.002
O  -4.099  -3.292  -2.714
C  -3.077  -1.289  -1.956
F  -2.640  -1.859  -0.828
F  -2.160  -0.412  -2.386
F  -4.208  -0.632  -1.662
H  -4.232  -4.044  -6.512
H  -4.905  -2.488  -5.859
H  -4.844  -3.919  -4.861
H  -2.427  -2.537  -6.111
H  -2.279  -3.923  -5.122
C  0.639  6.129  0.334
C  2.103  6.526  0.160
O  2.953  5.925  1.140
C  3.417  4.719  0.923
O  3.172  4.020  -0.022
C  4.384  4.256  2.037
F  4.392  2.926  2.091
F  5.625  4.686  1.758
F  4.024  4.741  3.231
H  0.073  6.550  -0.496
H  0.302  6.604  1.261
H  0.436  5.065  0.438
H  2.199  7.603  0.264
H  2.466  6.285  -0.843
C  2.796  -3.006  5.392
C  2.560  -1.533  5.644
O  3.743  -0.729  5.673
C  4.301  -0.491  6.842
O  3.926  -0.875  7.907
C  5.554  0.412  6.739
F  5.274  1.565  7.391
F  6.576  -0.160  7.353
F  5.891  0.733  5.494
H  3.482  -3.136  4.553
H  1.807  -3.429  5.225
H  3.291  -3.513  6.223
H  1.953  -1.367  6.538
H  1.929  -1.162  4.837
C  -0.624  2.533  3.691
C  0.491  1.591  4.082
O  0.003  0.383  4.668
C  -0.680  0.417  5.788
O  -0.774  1.353  6.529
C  -1.391  -0.915  6.109
F  -1.419  -1.076  7.436
F  -2.657  -0.909  5.667
F  -0.763  -1.954  5.538
H  -1.131  2.926  4.575
H  -1.396  2.093  3.057
H  -0.199  3.403  3.182
H  1.150  2.072  4.809
H  1.092  1.366  3.209
C  2.562  -6.433  -0.180
C  3.946  -6.642  -0.802
O  4.578  -5.379  -0.869
S  3.755  -4.178  -0.225
O  3.395  -3.231  -1.209
O  4.380  -3.747  0.964
O  2.444  -5.036  0.085
H  2.425  -6.924  0.786
H  1.732  -6.799  -0.787
H  3.949  -7.178  -1.746
H  4.529  -7.248  -0.101
C  3.367  2.831  -3.462
C  2.423  3.371  -4.547
O  3.087  3.214  -5.788
S  3.972  1.888  -5.673
O  5.106  1.990  -6.503
O  3.113  0.770  -5.784
O  4.382  2.100  -4.161
H  2.855  2.189  -2.745
H  3.830  3.612  -2.860
H  2.091  4.388  -4.351
H  1.495  2.791  -4.529
C  -5.209  -2.277  3.237
C  -5.351  -2.501  1.732
O  -4.551  -1.456  1.121
S  -3.645  -0.659  2.149
O  -3.699  0.718  1.844
O  -2.404  -1.276  2.407
O  -4.630  -0.960  3.373
H  -4.577  -3.034  3.692
H  -6.165  -2.112  3.725
H  -6.347  -2.391  1.310
H  -4.929  -3.438  1.377
C  -1.004  -4.609  0.001
C  -0.472  -3.922  1.240
O  -1.091  -4.547  2.368
S  -2.318  -5.449  1.904
O  -3.521  -5.031  2.506
O  -1.939  -6.815  1.965
O  -2.349  -4.947  0.384
H  -0.403  -5.505  -0.172
H  -1.032  -3.925  -0.837
H  -0.678  -2.846  1.259
H  0.615  -3.961  1.311
C  -0.335  0.929  0.049
C  1.014  1.595  -0.124
O  1.763  1.021  0.957
S  1.439  -0.525  1.111
O  1.579  -1.018  2.414
O  2.141  -1.251  0.110
O  -0.131  -0.251  0.801
H  -0.689  0.670  -0.946
H  -1.118  1.550  0.481
H  1.101  2.674  -0.060
H  1.508  1.308  -1.058
C  0.660  -2.024  -2.893
C  1.725  -2.177  -3.966
O  1.936  -3.599  -4.034
S  0.582  -4.395  -3.772
O  0.878  -5.403  -2.825
O  -0.071  -4.712  -4.987
O  -0.173  -3.175  -3.076
H  0.061  -1.146  -3.109
H  1.083  -1.987  -1.889
H  2.645  -1.664  -3.715
H  1.338  -1.917  -4.953

These are the Mulliken partial charges, in e, on atoms 1 to 99: -1.16 0.42 -0.32 0.25 -0.08 0.74 -0.29 -0.28 -0.13 0.43 0.31 0.20 0.41 -0.33 -1.70 1.09 -0.34 0.15 0.00 0.60 -0.18 -0.30 -0.19 0.42 0.37 0.37 -0.24 -0.05 -1.38 -0.14 0.14 -0.43 -0.60 1.22 0.05 -0.06 -0.22 0.44 0.31 0.31 0.28 0.26 -0.50 -0.44 -0.29 0.24 -0.47 0.93 -0.17 -0.27 -0.24 0.41 0.28 -0.07 0.38 0.26 -1.38 0.77 -0.21 0.31 -0.52 0.85 -0.27 -0.25 -0.23 0.32 0.34 0.39 0.35 -0.43 -1.22 -0.54 0.15 0.26 -0.56 0.93 -0.29 -0.26 -0.16 0.75 0.19 0.29 0.50 -0.03 -0.33 -0.39 -0.36 0.87 -0.34 -0.56 0.02 0.40 0.22 0.26 0.28 0.33 0.91 -0.42 1.02


Question: Among the records above, which one has the highest net charge?
Answer: C3H8N3


Question: Which formula does entry 4 have?
Answer: C36H54F18O36S6